The following is a quantum chemistry calculation of a 2-piece molecular cluster, C2H2N2O2 overall, from the OMol25 dataset.

The geometry in XYZ format:
```
8
Properties=species:S:1:pos:R:3:forces:R:3:lowdin_charge:R:1
C 0.360851 -0.607884 -0.015323 1.10 1.25 0.01 -0.050
C 1.061397 0.569253 0.025342 -0.29 -1.22 0.03 -0.062
N -1.059941 1.032910 0.022647 -0.95 -0.05 -0.01 0.095
N -0.922582 -0.208456 -0.016353 -2.23 -1.68 -0.07 -0.077
O -2.371759 -1.518738 -0.074972 1.23 1.14 0.05 -0.167
O 0.172134 1.561625 0.051832 1.03 0.59 0.01 0.014
H 0.653372 -1.633900 -0.045034 0.04 -0.20 -0.01 0.120
H 2.106529 0.805193 0.051862 0.06 0.18 -0.01 0.128
```
Forces are in eV/Å.

The value obtained for the orbital gap (spin up / spin down) is 10.05 / 10.06 eV.

***

The following is a quantum chemistry calculation of C37H46As2CoN3O2Si as an isolated structure, from the OMol25 dataset.

The geometry in XYZ format:
```
92
Properties=species:S:1:pos:R:3:forces:R:3:lowdin_charge:R:1
Co -0.504366 -0.190691 0.349532 -0.64 -0.31 -0.66 0.492
C 0.052158 -4.887107 -0.195188 0.76 -0.26 0.07 -0.045
O -1.276004 -4.425308 -0.440912 -0.98 0.19 -0.12 0.058
C -1.252907 -3.105493 -0.332878 1.14 0.07 0.41 -0.335
N -0.143913 -2.539775 0.001275 -0.69 0.35 -0.05 0.105
C 0.817948 -3.609864 0.255884 0.32 -0.57 0.10 -0.222
C 2.152960 -3.535397 -0.447160 -0.04 0.06 -0.02 -0.208
C 2.488742 -2.552228 -1.363641 -0.25 0.03 0.03 -0.098
C 3.725728 -2.571759 -1.991965 0.02 0.08 0.00 -0.065
C 4.635250 -3.577175 -1.710725 -0.06 0.00 -0.06 -0.057
C 4.291950 -4.583269 -0.819032 0.02 0.00 0.08 -0.047
C 3.061056 -4.560322 -0.188149 0.01 0.15 -0.01 -0.028
C -2.486659 -2.350295 -0.527128 -0.66 0.27 0.01 -0.178
C -3.736583 -2.922086 -0.744299 0.19 0.14 -0.11 0.070
C -4.837861 -2.082485 -0.848524 0.13 0.03 0.02 0.020
C -4.671442 -0.707030 -0.745311 0.29 0.04 0.00 0.067
C -3.388006 -0.221071 -0.525050 -0.30 -0.75 -0.15 -0.191
N -2.332307 -1.031576 -0.418384 -0.41 -0.18 0.53 0.007
C -3.012151 1.184435 -0.463120 0.76 0.73 0.11 -0.329
N -1.778088 1.536874 -0.318455 -0.20 -0.59 0.44 0.091
C -1.720413 2.977156 -0.574078 -0.07 0.52 -0.35 -0.236
C -3.217599 3.380677 -0.550861 0.44 0.76 0.20 -0.029
O -3.910313 2.133140 -0.653520 -0.48 -0.92 -0.22 0.071
C -0.883709 3.793450 0.368747 0.08 -0.08 -0.07 -0.216
C -0.729182 3.423663 1.696738 -0.06 0.03 -0.15 -0.059
C 0.003750 4.227493 2.555448 -0.09 -0.01 0.07 -0.078
C 0.553982 5.413190 2.097410 0.05 0.00 -0.01 -0.059
C 0.404321 5.782607 0.769506 -0.02 0.02 0.02 -0.056
C -0.301824 4.967801 -0.098509 -0.03 -0.11 0.05 -0.032
H 0.449942 -5.301431 -1.128508 -0.07 0.14 0.18 0.146
H 0.027858 -5.670826 0.561376 -0.12 0.07 -0.06 0.143
H 1.001582 -3.629535 1.339374 -0.05 -0.02 -0.13 0.161
H 1.780849 -1.753776 -1.575742 0.20 -0.14 0.05 0.034
H 3.978540 -1.790030 -2.693454 0.04 0.07 -0.08 0.112
H 5.604304 -3.585547 -2.185660 0.05 0.00 -0.07 0.114
H 4.988829 -5.380617 -0.607739 0.04 -0.04 0.02 0.117
H 2.805742 -5.337659 0.518021 0.00 -0.11 0.09 0.125
H -3.823734 -3.992730 -0.829974 -0.06 -0.13 0.00 0.137
H -5.820320 -2.494205 -1.011908 -0.11 -0.07 -0.02 0.131
H -5.501782 -0.026368 -0.839064 -0.10 0.08 0.01 0.138
H -1.311943 3.104239 -1.589239 -0.06 -0.04 0.15 0.151
H -3.520974 4.019812 -1.378326 0.04 -0.10 0.04 0.146
H -3.499908 3.855133 0.393918 0.04 -0.10 -0.09 0.148
H -1.181824 2.501497 2.036790 0.01 -0.06 0.16 0.084
H 0.147151 3.931889 3.583496 -0.05 0.02 0.11 0.099
H 1.106815 6.047899 2.770783 0.07 0.07 0.10 0.116
H 0.835738 6.704761 0.412894 0.06 0.08 -0.04 0.116
H -0.400169 5.242946 -1.139416 -0.04 0.04 -0.10 0.123
C 2.317622 2.497423 0.839813 -0.17 -0.06 0.09 -0.260
As 1.739962 0.780304 0.080097 1.45 0.62 -0.29 1.186
C 3.326219 -0.236833 0.666724 -0.19 -0.10 0.09 -0.244
C 2.024259 1.157181 -1.842239 -0.15 -0.09 0.24 -0.397
C 3.071378 2.001430 -2.207931 0.11 -0.02 0.25 -0.098
C 3.236089 2.400242 -3.524393 0.03 0.03 0.08 -0.049
C 2.361848 1.955049 -4.500168 -0.04 -0.12 -0.11 -0.049
C 1.335368 1.094246 -4.157363 0.02 0.02 0.00 -0.099
C 1.158951 0.697146 -2.836686 -0.47 -0.28 -0.05 -0.410
As -0.354922 -0.470712 -2.404122 0.43 0.26 -0.71 1.189
C -1.822507 0.341834 -3.413942 0.04 0.00 0.05 -0.245
C -0.161824 -2.007112 -3.628827 0.00 0.08 0.14 -0.231
H 1.864145 3.336368 0.316814 -0.09 -0.06 -0.02 0.024
H 3.405497 2.585055 0.783690 -0.14 -0.20 -0.08 0.046
H 2.020293 2.540212 1.887847 0.04 -0.07 -0.09 0.029
H 4.148815 -0.114807 -0.043372 -0.22 0.06 0.03 0.049
H 3.103037 -1.295618 0.770038 0.03 0.05 -0.05 0.007
H 3.634352 0.152347 1.640935 -0.12 0.06 -0.13 0.039
H 3.770076 2.359257 -1.458814 -0.06 0.02 -0.06 0.103
H 4.038158 3.071731 -3.787727 0.12 0.04 0.01 0.118
H 2.480208 2.260661 -5.527853 0.05 0.08 -0.09 0.118
H 0.656798 0.741224 -4.925536 0.05 0.00 -0.01 0.098
H -1.556762 0.432380 -4.468223 -0.03 -0.04 0.10 0.040
H -2.076582 1.324876 -3.029334 0.03 0.10 0.00 0.020
H -2.698309 -0.306243 -3.327509 0.07 0.01 -0.06 0.039
H -0.049518 -1.634082 -4.649211 -0.02 -0.01 0.10 0.039
H -1.082443 -2.595797 -3.573372 0.06 0.09 0.00 0.037
H 0.681219 -2.651626 -3.388184 0.00 0.11 0.08 0.021
C 0.499298 -1.102513 4.682507 -0.66 0.31 -0.30 -0.173
Si -1.126352 -0.312270 4.096676 -0.18 -0.09 1.08 0.526
C -1.262812 1.490093 4.692252 0.26 -0.56 -0.58 -0.175
C -2.685070 -1.165901 4.883658 0.95 0.23 -0.69 -0.155
C -1.448500 -0.728162 2.258751 -0.38 -0.02 0.78 -0.180
H 0.617771 -0.961607 5.752753 -0.01 0.05 0.18 0.038
H 1.367077 -0.663634 4.198453 0.13 0.15 -0.11 0.018
H 0.523017 -2.170791 4.492281 -0.06 -0.22 -0.06 0.026
H -1.563757 1.511591 5.735895 -0.03 -0.20 0.16 0.044
H -2.004139 2.060534 4.143520 -0.18 0.10 -0.14 0.025
H -0.314247 2.009646 4.627100 0.22 0.14 -0.06 0.012
H -2.594342 -1.098789 5.962075 0.09 0.04 0.25 0.038
H -2.761180 -2.210699 4.609708 -0.03 -0.27 -0.03 0.027
H -3.600348 -0.664543 4.589822 -0.14 0.16 -0.09 0.032
H -2.469056 -0.406211 2.041809 -0.02 0.09 -0.26 0.013
H -1.420001 -1.815890 2.166318 0.08 0.01 -0.11 0.011
```
Forces are in eV/Å.

The expectation value of S² is 6.016. The value obtained for the orbital gap (spin up / spin down) is 7.39 / 6.46 eV. The multiplicity is 5. As for the net charge: +2.

***

The following is a quantum chemistry calculation of an isolated ion of composition C9H15N2O2 and charge -1, from the OMol25 dataset.

The geometry in XYZ format:
```
28
Properties=species:S:1:pos:R:3:forces:R:3:lowdin_charge:R:1
C 0.213537 1.829033 0.431310 1.81 -0.01 3.09 -0.353
C -0.357167 -0.414466 -0.514052 -0.88 -3.10 1.00 -0.150
C -1.801933 -0.477226 0.094145 0.30 2.06 -1.84 -0.438
C 0.575190 0.373251 0.369791 0.82 -0.37 0.94 -0.459
C 0.404542 0.043209 1.844561 0.57 -0.76 0.35 -0.253
C -0.012195 2.638206 -0.744224 -1.95 1.88 -2.24 -0.063
C -2.645719 -1.407701 -0.778154 -0.67 -2.40 0.34 -0.119
C 2.022530 0.172537 -0.209490 -0.35 2.54 -0.83 -0.031
C 1.319689 -0.920641 2.614700 0.09 1.74 1.39 -0.084
N 0.283470 2.280096 1.653267 -1.13 1.56 -2.20 0.068
N -1.722161 -1.085815 1.406781 1.58 0.34 0.10 -0.146
O -2.538706 -0.609932 2.196984 -1.51 0.25 1.27 -0.189
O 0.365314 1.306690 2.543328 0.41 -1.43 0.24 -0.099
H -0.013830 -1.561640 -0.688893 -0.46 2.62 0.38 0.164
H -0.398171 0.091164 -1.440394 -0.13 0.05 -1.50 0.067
H -2.217338 0.637169 0.044199 0.52 -2.10 0.63 0.165
H -1.100096 2.969537 -0.657977 1.14 -0.07 -0.29 0.094
H -0.057460 1.908485 -1.580775 0.33 0.87 0.07 0.063
H 0.556456 3.602769 -1.083084 -0.49 -1.96 1.10 0.105
H -2.109280 -2.455286 -0.598139 -1.09 1.92 -1.09 0.101
H -2.774611 -1.079824 -1.830720 0.78 -0.37 0.35 0.058
H -3.731519 -1.640238 -0.496647 1.45 0.78 0.41 0.074
H 2.817422 0.916029 0.194247 -1.38 -1.41 -0.53 0.115
H 1.926342 0.286323 -1.330358 0.49 -0.02 0.97 0.081
H 2.218870 -0.838315 -0.002411 0.93 -1.29 0.24 0.035
H 1.539570 -1.749052 1.974236 0.40 -0.64 -0.20 0.041
H 0.798953 -1.291336 3.517021 -0.14 -0.12 -0.51 0.058
H 2.290945 -0.469668 3.143899 -1.44 -0.55 -1.62 0.095
```
Forces are in eV/Å.

The value obtained for the orbital gap (spin up / spin down) is 5.05 / 5.50 eV. As for the net charge: -1.

***

The following is a quantum chemistry calculation of one molecule with the formula C4H8O3, from the OMol25 dataset.

The geometry in XYZ format:
```
15
Properties=species:S:1:pos:R:3:forces:R:3:lowdin_charge:R:1
C 1.517043 2.002934 0.975261 0.35 0.49 0.14 -0.061
O 1.151156 0.647620 0.981015 0.33 -0.02 0.46 -0.095
C 0.865240 0.089648 -0.211591 -0.48 0.27 0.26 -0.471
O 1.592015 0.162491 -1.173681 -1.24 -0.38 0.64 0.136
C -0.566651 -0.395869 0.067177 0.15 -0.13 -0.26 -0.092
C -1.064835 -1.473503 -0.833140 0.44 0.02 -0.30 -0.284
O -2.381633 -1.803345 -0.447246 -0.14 -0.25 -0.17 -0.055
H 1.046213 2.543609 0.142820 0.17 -0.15 0.13 0.104
H 1.119818 2.373095 1.920100 0.32 0.32 -0.08 0.095
H 2.598045 2.084737 0.919769 0.11 0.37 0.02 0.091
H -0.632083 -0.702503 1.121772 0.23 -0.02 -0.41 0.138
H -1.194341 0.512616 0.021397 0.21 -0.24 -0.21 0.147
H -1.003235 -1.103517 -1.863040 -0.13 -0.28 -0.09 0.127
H -0.378164 -2.322020 -0.712740 -0.19 -0.10 -0.23 0.130
H -2.637543 -2.586663 -0.946157 -0.13 0.10 0.10 0.089
```
Forces are in eV/Å.

The value obtained for the orbital gap is 11.36 eV. As for the SMILES: COC(=O)CCO.

***

The following ΔE to the lowest compared entry with this formula, charge and spin values (in kcal/mol) correspond, in order, to the records above: 171.3 31.9 46.5 38.2.